The following is a quantum chemistry calculation of a cluster of 2 separate species, C3H4I2O in total at a distorted geometry, from OMol25.

E_LUMO (spin up / spin down): -0.40 / -3.16 eV
Strongest force on any atom: 4.4 eV Å⁻¹
E_HOMO (spin up / spin down): -0.35669 / -0.26927 hartree

Geometry as ORCA input:
```
! RIJCOSX wB97M-V def2-TZVPD def2/J DEFGRID3
* xyz 0 1
C 0.774 -0.851 0.592
C -0.379 -0.008 0.620
C -1.165 0.379 -0.448
O -1.118 -0.186 -1.593
I 4.561 0.911 0.046
I -2.819 1.575 0.152
H 1.107 -1.340 1.472
H 1.392 -1.055 -0.294
H -0.831 0.136 1.641
H -1.522 0.439 -2.189
*
```

Quick look at the Löwdin charges, all values in e: 0.023 -0.270 -0.861 0.033 -0.021 0.849 0.028 0.044 0.081 0.094

The following is a quantum chemistry calculation of a cluster of 2 separate species, C9H11O3 in total at a distorted geometry, from OMol25.

E_LUMO: 3.26 eV
Strongest force on any atom: 5.9 eV Å⁻¹
E_HOMO: -0.15306 hartree

Geometry as ORCA input:
```
! RIJCOSX wB97M-V def2-TZVPD def2/J DEFGRID3
* xyz -1 1
C -0.579 -2.574 -2.376
C -0.929 -1.061 1.458
C -1.345 -2.426 1.090
C -0.477 -0.162 0.536
C -1.330 -2.880 -0.190
C -0.633 -0.531 -0.814
C -0.929 -1.871 -1.108
O -1.434 -0.757 2.788
H -1.078 0.090 3.102
H -1.749 -3.079 1.912
H 0.071 0.833 0.847
H -1.618 -3.898 -0.362
H -0.483 0.179 -1.633
H -0.700 -2.027 -3.330
H -1.293 -3.391 -2.620
H 0.438 -2.776 -2.311
C 2.604 4.077 0.528
C 1.250 3.372 0.350
O 0.630 3.057 1.371
O 0.933 3.218 -0.828
H 3.222 3.590 -0.269
H 2.892 3.825 1.417
H 2.536 5.190 0.441
*
```

Quick look at the Löwdin charges, all values in e: -0.094 -0.247 -0.046 -0.017 -0.088 -0.020 -0.289 -0.030 0.094 0.115 0.138 0.099 0.120 0.075 0.081 0.056 -0.048 -0.848 -0.095 -0.087 0.078 -0.025 0.077